# 1
C35H46FZr | the ωB97M-V functional and the def2-TZVPD basis

Geometry as XYZ:
```
83
Properties=species:S:1:pos:R:3:forces:R:3
C -4.31343 0.41037 -1.37577 -0.3384 -0.2290 0.1776
C -2.94599 0.99071 -1.34491 1.1406 0.0504 -0.3828
C -1.81963 0.41164 -1.97465 -0.1589 1.3751 0.1995
C -1.88570 -0.68454 -2.96854 0.1451 -0.7168 -0.1707
C -0.69382 1.33835 -1.84746 -1.6658 0.5225 0.5058
C 0.39643 1.44158 -2.85705 0.5080 -0.1223 -0.4234
C -1.22429 2.49434 -1.12318 -0.5777 -1.2529 -0.6098
C -0.59423 3.83170 -1.17925 0.2964 0.6059 0.2508
C -2.57217 2.24279 -0.79467 0.8432 -0.2375 -0.7446
C -3.48818 3.20502 -0.12692 -0.2231 0.2314 0.3120
Zr -0.00551 0.07071 0.08031 -4.4648 -2.7225 2.9186
C -2.00931 -0.34370 1.18969 -0.9182 2.3693 0.4168
C -0.71669 -2.14250 0.64596 0.7273 -1.0542 0.0186
C 0.01469 0.58789 3.34395 1.0427 0.5726 -1.1274
C -0.26411 -0.40979 4.40291 -0.1334 -0.3336 0.3537
C 1.02639 0.45824 2.32658 -1.0767 1.0405 0.8770
C 2.13618 -0.52384 2.43097 0.3437 -0.7224 -0.0088
C 1.02239 1.69680 1.55788 -0.5626 0.3065 1.6647
C 2.09741 2.10705 0.61147 0.5673 0.2677 -0.1390
C 0.06462 2.57619 2.20477 0.8344 -1.3842 -0.0937
C -0.07714 4.03327 2.01299 -0.3446 0.5971 -0.1484
C -0.53929 1.87643 3.26254 0.5115 -0.1628 -0.2930
C -1.51070 2.47358 4.22330 -0.2767 0.0844 -0.0022
H -4.54319 0.02094 -2.37628 -0.0383 0.0853 0.1670
H -4.42646 -0.42446 -0.66873 -0.0203 0.1453 -0.0826
H -5.06926 1.16499 -1.12698 0.1003 -0.1686 -0.0453
H -1.73983 -0.31465 -3.99754 -0.1024 -0.0125 0.1614
H -1.10162 -1.42182 -2.79440 -0.2153 -0.0111 -0.2136
H -2.84394 -1.22173 -2.92396 0.2655 0.1555 -0.0282
H -0.00994 1.39481 -3.87886 0.0730 0.0695 0.0575
H 0.96414 2.37541 -2.76427 -0.1219 -0.1232 0.0390
H 1.11031 0.61631 -2.78524 -0.0142 0.2496 -0.1551
H -0.73092 4.29118 -2.17419 0.0304 -0.1506 0.1478
H -1.03318 4.52421 -0.45045 0.1492 -0.1455 -0.1863
H 2.10594 3.19962 0.49034 0.0037 -0.3099 -0.0847
H -3.83224 3.98176 -0.82789 0.0200 -0.0766 0.1534
H -4.37812 2.69720 0.26772 0.2156 0.1624 -0.0011
H -2.98783 3.71258 0.70955 -0.1949 -0.0923 -0.1290
H -1.92310 -0.71379 2.22445 0.0283 0.1701 -0.5578
H -2.42293 0.67483 1.26549 -0.4431 0.1505 0.1895
H -2.76516 -0.94286 0.65534 0.3906 0.1528 0.1779
H 0.12508 -2.84380 0.68579 -0.2022 -0.1562 -0.1932
H -1.32748 -2.43956 1.51638 0.1481 0.3959 -0.2340
H -1.34329 -2.39408 -0.23402 0.3199 0.0389 0.0985
H -0.30759 0.08157 5.38807 0.0151 -0.1932 -0.1832
H -1.22619 -0.92532 4.25493 0.2127 0.0665 0.0086
H 0.52200 -1.17453 4.43883 -0.2083 0.1040 0.0259
H 2.44999 -0.65636 3.48140 -0.0639 0.1409 -0.2926
H 1.84208 -1.52138 2.07388 0.2564 0.1055 0.0974
H 3.02327 -0.21132 1.86779 -0.1937 -0.0896 0.1022
H 3.09302 1.81153 0.98484 -0.2162 0.0388 -0.2004
H 2.00234 1.68348 -0.41021 0.1442 0.1857 0.0533
H 0.48394 3.77884 -0.99474 -0.1067 0.1620 -0.0102
H 0.09826 4.57279 2.95909 -0.0130 -0.1985 -0.1632
H 0.63518 4.42236 1.28188 -0.1674 0.0330 0.0375
H -1.09267 4.30391 1.69106 0.2217 0.0988 -0.0035
H -1.09256 3.37835 4.68752 -0.1058 -0.0915 -0.0085
H -2.44706 2.76588 3.72680 0.0915 -0.0528 0.1420
H -1.75672 1.76544 5.02173 -0.0315 0.1536 -0.1116
F 5.02545 -4.33095 2.41310 -0.1672 0.1529 -0.4952
C 4.22181 -3.75335 1.45808 -0.2575 0.0429 0.4005
C 4.61396 -2.55109 0.88261 -0.0878 -0.1893 -0.0352
C 3.69780 -1.88178 0.06634 -0.2180 -0.3336 0.1501
C 2.40477 -2.39499 -0.16013 -0.1965 0.8358 -0.2851
C 1.30842 -1.50940 -0.80086 2.8709 -0.8752 -1.8148
C 1.04430 -2.15807 -2.16870 0.1736 0.5107 0.3639
C 1.64455 -1.62125 -3.32218 -0.2286 -0.0440 -0.2074
C 1.26281 -2.03740 -4.59878 0.1018 -0.3433 0.1416
C 0.40125 -3.12920 -4.74424 -0.0589 -0.0312 0.2736
C -0.06168 -3.79467 -3.59983 0.3972 0.0620 0.0668
C 0.26001 -3.31634 -2.32242 -0.1159 0.0156 -0.3533
C 2.18378 -3.73235 0.21563 -0.0707 -0.0834 0.4643
C 3.01623 -4.37738 1.13847 0.5576 0.4698 -0.5969
H 5.60127 -2.13225 1.09160 -0.3417 -0.1729 -0.0121
H 3.97636 -0.93285 -0.39330 -0.0989 -0.1197 0.2463
H 1.74487 -0.47010 -0.94704 1.3950 -0.9755 -1.0593
H 2.42421 -0.85990 -3.21334 -0.4358 -0.1637 -0.0278
H 1.67126 -1.53550 -5.48061 -0.0914 -0.2053 0.2784
H 0.12325 -3.48628 -5.73684 0.0428 0.1228 0.2505
H -0.66385 -4.70649 -3.69674 0.1791 0.4462 0.0210
H -0.13174 -3.82556 -1.44075 -0.0525 0.3107 -0.3373
H 1.33035 -4.27864 -0.18120 0.0858 0.2875 0.4482
H 2.74837 -5.33888 1.57510 0.1711 0.2021 -0.2070
```
Positions in Å, forces in eV/Å.

Calculated values
total charge: -1

***

# 2
C35H37BN2P2SSn | the ωB97M-V functional and the def2-TZVPD basis

Geometry as XYZ:
```
79
Properties=species:S:1:pos:R:3:forces:R:3
Sn 11.71481 10.40652 8.40748 0.0650 0.6797 -0.1601
C 19.56344 8.08777 12.09917 -0.4004 0.3475 -0.7700
S 18.36972 7.74393 13.39223 0.3155 -0.3702 0.2739
C 17.20174 9.04490 13.03231 -0.3608 -0.2579 -0.3239
C 16.21628 8.73536 11.90011 0.4263 0.1240 0.6118
C 15.09983 9.74333 12.00761 0.3085 0.5911 -0.9332
N 14.25180 9.82229 10.79613 -0.3267 0.2979 0.0584
P 14.84405 10.25155 9.20509 0.2952 -0.2086 0.7837
C 16.54247 10.88214 9.63440 -0.3870 -0.3856 -0.9973
C 16.61242 12.13386 10.23067 -0.0062 -0.3851 -0.1856
C 17.85689 12.70377 10.49552 -0.0061 -0.3794 -0.2801
C 19.02307 12.01899 10.16550 -0.3579 -0.2710 0.2515
C 18.93235 10.76790 9.55408 0.7044 0.6910 -0.4138
C 17.71039 10.24469 9.21519 -0.3114 -0.1115 0.6991
C 15.09043 8.59471 8.48493 -0.0443 0.2156 0.4962
C 15.82834 8.44625 7.33149 -0.1704 0.2178 0.3174
C 15.91896 7.21067 6.75175 0.5972 -0.3859 -1.1640
C 15.26469 6.10119 7.25889 -0.7366 0.1890 0.4655
C 14.45505 6.25788 8.39892 0.1193 -0.3312 -0.4361
C 14.38585 7.50256 8.99215 0.0402 0.4922 0.1329
P 12.57257 9.93940 10.93642 -0.0100 0.1824 0.3656
C 11.88117 8.42339 11.66888 -0.5320 -0.1990 -0.1266
C 12.65130 7.31863 12.03502 -0.2982 0.1647 -0.6314
C 12.04242 6.11482 12.38802 -0.2732 0.0359 0.3087
C 10.65538 6.01068 12.45459 -0.2209 1.1287 0.4901
C 9.87689 7.17444 12.19532 -0.5587 -1.1408 0.4125
C 10.46411 8.34442 11.76001 0.3507 0.3177 -0.1488
C 12.27767 11.19225 12.20435 0.0891 0.4423 0.4709
C 12.84079 12.46530 12.04630 0.2822 -0.0744 -0.7251
C 12.59486 13.47664 12.95570 0.4699 -0.0463 -0.5424
C 11.77789 13.21220 14.03533 0.2507 2.0283 0.5979
C 11.23526 11.97444 14.22695 -0.4545 -0.0553 1.1524
C 11.50627 10.96075 13.34388 -0.2403 -0.7499 -0.5839
H 20.28502 7.29651 12.01526 0.3619 -0.3825 0.3359
H 20.06647 9.04173 12.24701 0.0588 0.0000 0.1281
H 19.06895 8.11502 11.12264 -0.0571 0.0854 0.1159
H 17.75561 9.96485 12.86071 -0.0335 0.1966 -0.1591
H 16.60037 9.19528 13.91503 0.0041 0.0377 0.6298
H 15.80344 7.74889 12.03176 0.0387 -0.5557 0.0359
H 16.73898 8.75676 10.95902 -0.0630 0.0224 -0.3876
H 15.55714 10.72503 12.22651 -0.3974 -0.1493 -0.0877
H 14.46741 9.47912 12.83944 -0.3059 0.0044 0.3924
H 15.64355 12.57869 10.42642 0.2781 0.5871 0.2812
H 17.94956 13.68492 10.90527 -0.1501 0.4735 0.3496
H 19.98572 12.44870 10.41746 -0.0453 -0.0149 -0.1380
H 19.82664 10.25068 9.22371 0.0344 0.0175 0.2067
H 17.68717 9.29262 8.72240 -0.1508 -0.2793 -0.1732
H 16.31118 9.29138 6.87706 0.1964 0.2403 -0.1713
H 16.50798 7.18079 5.83220 -0.1991 -0.4690 0.2156
H 15.28471 5.17103 6.71412 0.1316 -0.1883 0.0908
H 13.83950 5.44609 8.80992 0.4356 0.2644 -0.3170
H 13.75111 7.69101 9.84503 0.0354 -0.3787 -0.0414
H 13.72867 7.36556 11.92457 -0.0596 -0.0301 0.2322
H 12.67212 5.28683 12.68876 -0.0580 -0.0966 -0.1480
H 10.17979 5.10542 12.85108 0.2029 0.3672 -0.4106
H 8.77748 7.15275 12.37621 0.9905 -0.0496 -0.4044
H 9.80487 9.19570 11.50440 0.6069 -0.4966 0.1457
H 13.47441 12.69258 11.18120 -0.3036 -0.1973 0.2160
H 13.06469 14.44809 12.77986 -0.3090 -0.2652 0.2400
H 11.59647 14.04997 14.73484 -0.0614 -0.7369 -0.3071
H 10.62833 11.82612 15.12507 0.1276 -0.2297 -0.4365
H 11.07852 9.98045 13.51454 0.0522 0.0701 0.0331
C 11.98896 15.46358 8.70422 0.2924 -0.8652 0.2781
C 13.04910 14.68437 8.25200 0.0523 -0.2412 -0.3207
C 12.96732 13.29286 8.26323 -0.8384 -0.0208 0.5122
C 11.83820 12.60424 8.78469 0.7238 0.4387 -0.5959
C 10.82204 13.40315 9.28350 -0.0473 1.1147 -0.0784
C 10.89978 14.82126 9.24576 -0.5153 -0.4735 0.3706
H 12.03638 16.53371 8.68292 0.0504 0.3769 -0.0568
H 13.90817 15.19969 7.85017 0.2669 -0.1583 -0.1172
H 13.75135 12.66975 7.88285 0.6090 0.1051 -0.2942
H 9.93225 12.95435 9.67601 -0.3859 -0.1694 0.2341
H 10.11753 15.46379 9.66240 -0.0249 -0.5567 -0.1390
B 7.12408 9.63101 9.55188 0.3197 0.0143 -0.1427
C 8.58333 10.11485 9.22778 -1.8984 -0.2163 0.5353
N 9.65571 10.48724 9.08851 1.7899 0.3235 -0.2009
H 6.57169 9.59468 8.46568 -0.0832 -0.1395 0.2882
H 6.64338 10.47482 10.31180 0.1651 -0.4975 -0.2010
H 7.37118 8.51582 10.02436 -0.4562 0.3251 -0.0047
```
Positions in Å, forces in eV/Å.

Calculated values
total charge: 0

***

In the order shown, the computed frontier orbital gap values come out to 5.94 7.89 eV.
In the order shown, the computed HOMO level values come out to -3.18 -8.09 eV.
In the order shown, the computed ΔE to the lowest compared entry with this formula, charge and spin values come out to 0.00 0.00 kcal/mol.